5 unconnected molecules or ions with the total composition C17H39F2NO21P4S in a non-equilibrium geometry. Source: the Open Molecules 2025 dataset; level of theory: ωB97M-V with the def2-TZVPD basis set.

```
85
Properties=species:S:1:pos:R:3:forces:R:3:lowdin_charge:R:1
S 0.251 -2.839 0.421 0.014 -0.382 0.266 0.923
P -12.457 -4.839 -1.262 -0.026 6.042 -4.530 0.631
P 7.928 2.071 1.064 5.382 -5.091 -1.038 0.633
P 8.401 9.532 2.793 -2.659 -5.741 5.507 0.660
P -5.117 -4.828 -0.284 2.100 5.918 -4.423 0.635
F 4.523 -1.250 -1.207 -0.877 -0.418 -0.532 0.140
F 3.772 -3.993 -1.267 0.102 0.941 0.220 0.153
O -3.586 -5.444 0.043 -2.300 -1.314 0.809 -0.247
O -4.793 -3.388 0.017 -0.490 -1.141 1.181 -0.262
O 7.166 10.636 3.151 1.959 1.392 -2.310 -0.272
O 6.718 1.012 1.545 -0.393 2.800 -0.362 -0.231
O 0.903 -0.491 -0.413 1.529 0.624 -0.016 0.025
O 8.745 3.439 0.511 -2.968 0.436 0.800 -0.261
O 7.494 8.336 2.615 0.240 0.943 -1.509 -0.270
O -0.825 -0.762 -1.733 -0.070 0.649 -0.661 0.033
O -6.788 -4.668 -0.453 0.968 -2.496 1.659 -0.270
O -4.991 -5.136 -1.877 0.251 -0.658 0.512 -0.297
O -0.028 1.348 -1.403 -0.093 4.239 -0.158 0.282
O 8.007 1.430 -0.430 -0.711 0.108 0.307 -0.294
O -10.791 -5.011 -1.125 -1.748 -1.797 1.170 -0.251
O 9.005 1.533 1.972 -1.081 1.155 0.379 -0.271
O 9.807 8.688 2.401 -0.218 2.577 -1.132 -0.253
O 8.877 9.675 4.345 0.718 0.200 -0.424 -0.305
O -12.437 -5.146 -2.858 0.475 -0.463 0.511 -0.294
O -14.117 -5.138 -1.232 1.759 -2.105 1.541 -0.261
O 3.388 -1.485 0.617 -0.662 0.447 3.560 0.247
O 1.801 -4.221 -2.098 -2.548 -1.569 -1.229 0.207
O -12.503 -3.362 -0.965 -0.039 -1.213 1.149 -0.266
N 2.388 -2.151 -1.353 1.132 0.255 1.553 0.127
C -7.483 -4.149 0.689 -0.349 0.122 0.193 -0.110
C 6.009 0.197 0.611 -0.340 0.144 -0.048 -0.129
C -14.798 -4.804 -0.019 -0.285 0.076 0.142 -0.123
C -9.999 -5.568 -2.172 0.399 -0.534 -0.051 -0.112
C -0.007 0.232 -1.213 -0.550 -6.088 0.805 -0.524
C -13.268 -4.383 -3.726 -0.471 -0.086 -0.215 -0.100
C 9.180 4.364 1.515 0.189 0.284 0.098 -0.118
C 0.192 -1.660 -2.202 -0.160 0.330 -0.226 -0.092
C -2.873 -6.202 -0.931 0.253 -0.542 0.010 -0.124
C 9.277 1.245 -1.041 0.243 0.284 -0.327 -0.105
C 7.940 9.440 5.389 -0.250 0.349 0.295 -0.101
C 6.160 10.810 2.149 -0.296 0.111 -0.008 -0.124
C 3.417 -1.604 -0.518 0.966 -0.368 -2.877 -0.481
C 1.018 -1.820 -0.883 -1.701 0.245 -2.177 -0.682
C -5.478 -4.180 -2.811 -0.433 0.053 -0.245 -0.097
C 2.561 -3.508 -1.605 1.946 0.752 0.302 -0.539
C 10.930 8.635 3.277 0.562 0.156 -0.114 -0.120
H -15.059 -3.746 -0.025 0.166 0.009 0.007 0.089
H 10.139 4.041 1.920 -0.109 -0.154 0.054 0.086
H 8.445 4.442 2.315 0.157 0.107 0.076 0.083
H 7.148 8.759 5.077 0.057 0.025 -0.148 0.088
H -1.996 -6.636 -0.448 -0.139 0.073 0.229 0.088
H 0.715 -1.017 -2.945 0.598 -0.862 0.425 0.155
H -12.746 -4.268 -4.675 0.113 -0.080 0.094 0.090
H -8.992 -5.730 -1.783 -0.119 0.068 0.231 0.075
H 10.700 8.006 4.137 -0.127 0.161 0.018 0.093
H 9.503 2.098 -1.682 0.064 -0.007 0.047 0.084
H 11.234 9.629 3.600 0.027 -0.108 0.145 0.087
H -14.201 -4.917 -3.904 -0.017 0.067 0.026 0.085
H 5.698 11.786 2.296 0.118 0.015 0.052 0.084
H -2.533 -5.549 -1.735 -0.216 -0.005 -0.025 0.089
H 5.179 -0.263 1.135 0.088 0.199 0.267 0.066
H -4.836 -4.213 -3.691 0.070 -0.111 0.098 0.090
H -8.522 -4.473 0.635 0.063 -0.076 -0.104 0.077
H 5.402 10.035 2.254 0.129 -0.097 -0.049 0.088
H -9.933 -4.869 -3.006 -0.225 -0.041 0.017 0.095
H -5.463 -3.169 -2.401 0.020 -0.078 0.136 0.089
H -14.182 -5.026 0.852 -0.113 0.107 0.059 0.081
H 8.476 8.997 6.228 0.128 0.007 -0.115 0.090
H 9.300 5.343 1.052 -0.132 -0.059 -0.076 0.084
H -6.493 -4.442 -3.110 -0.004 0.074 0.020 0.080
H 7.506 10.386 5.713 -0.060 -0.056 -0.004 0.085
H 10.069 1.120 -0.301 -0.104 0.050 0.096 0.087
H 5.613 0.788 -0.212 0.078 -0.126 -0.066 0.087
H -13.480 -3.394 -3.318 0.060 -0.061 0.129 0.088
H 9.226 0.348 -1.659 -0.143 0.000 0.070 0.088
H -7.041 -4.526 1.611 -0.104 0.154 0.066 0.082
H -10.397 -6.526 -2.502 0.057 0.084 -0.163 0.088
H -7.449 -3.060 0.679 0.177 -0.041 -0.004 0.093
H -0.126 -2.554 -2.751 -0.472 0.213 0.802 0.142
H 6.663 -0.592 0.239 0.084 0.185 -0.087 0.098
H 11.757 8.182 2.729 -0.146 0.046 -0.186 0.088
H -0.237 -3.942 -0.223 0.490 0.731 -0.226 -0.103
H -15.710 -5.397 0.035 0.082 -0.070 -0.090 0.084
H 6.591 10.772 1.149 -0.170 -0.029 -0.029 0.080
H -3.479 -7.014 -1.329 0.106 0.057 -0.150 0.086
```
Forces are in eV/Å.

Summary:
maximum force = 0.163 Eh/bohr
HOMO energy = -9.34 eV
multiplicity = 1
orbital gap = 7.475 eV
SMILES string = O=C1OC[C@@](S)(N(C(=O)F)C(=O)F)O1.COP(=O)(OC)OC.COP(=O)(OC)OC.COP(=O)(OC)OC.COP(=O)(OC)OC



10 unconnected molecules or ions with the total composition C17H39N11O20 in a non-equilibrium geometry. Source: the Open Molecules 2025 dataset; level of theory: ωB97M-V with the def2-TZVPD basis set.

```
87
Properties=species:S:1:pos:R:3:forces:R:3:lowdin_charge:R:1
O 5.930 1.218 -0.465 -0.462 -0.273 -0.044 -0.174
O 3.710 1.039 3.391 0.068 0.029 0.012 0.062
O 4.703 2.943 3.618 -0.006 -0.062 -0.030 0.063
O 1.997 3.882 -7.671 -0.005 0.026 -0.021 0.053
O 1.711 4.530 -9.709 0.033 0.020 0.086 0.067
O -2.934 -3.145 0.400 -0.048 0.217 -0.055 0.067
O -6.349 -2.675 5.814 -0.196 -0.083 -0.027 0.051
O -2.851 1.845 -2.954 0.178 0.070 0.062 0.076
O -1.170 1.249 3.449 -0.052 -0.029 0.077 0.082
O 4.413 -0.605 6.235 0.006 0.052 0.029 0.080
O -2.482 -0.897 -7.061 0.011 0.053 -0.024 0.064
O 2.845 0.628 7.052 0.060 -0.159 0.094 0.042
O -1.330 -2.213 -0.703 -0.200 0.089 -0.014 0.031
O -3.511 -4.396 3.281 0.131 -0.074 -0.007 0.078
O -3.076 0.256 3.628 0.107 0.280 -0.114 0.036
O -1.646 -3.596 4.007 -0.031 0.006 -0.057 0.022
O -1.366 0.481 -3.713 0.010 0.072 -0.014 0.037
O 0.744 2.877 -0.696 0.098 -0.093 0.036 -0.002
O -0.824 0.017 -8.093 -0.090 0.009 -0.013 0.052
O -6.590 -3.490 3.830 0.043 0.020 0.024 0.082
N -2.863 -3.562 3.865 -0.082 0.116 0.147 -0.428
N 2.756 -0.331 -3.485 0.476 -1.659 -0.767 0.187
N -2.072 0.569 3.015 0.046 0.067 -0.076 -0.427
N 1.372 -0.319 -0.274 0.060 -1.570 0.981 0.216
N -1.300 -0.771 -7.301 0.081 -0.042 0.072 -0.442
N 1.584 3.733 -8.804 -0.029 -0.040 -0.093 -0.456
N 3.822 2.147 3.874 -0.141 -0.045 0.103 -0.430
N -2.434 0.731 -3.183 -0.214 -0.068 -0.201 -0.437
N -1.763 -2.987 0.130 0.319 -0.331 -0.002 -0.444
N 3.334 -0.447 6.757 -0.033 -0.013 0.027 -0.437
N -7.022 -3.045 4.868 -0.163 0.056 0.116 -0.433
C -8.502 -2.943 4.994 -0.128 0.085 0.187 0.051
C 3.817 2.402 -1.049 -0.333 -0.002 -0.607 -0.161
C 0.863 2.463 -9.092 -0.084 -0.025 -0.161 0.032
C 5.047 1.602 -1.499 0.020 0.589 -0.251 -0.227
C -1.954 0.064 1.620 0.220 0.170 -0.168 0.061
C -3.593 -2.407 4.454 0.185 -0.142 0.288 0.029
C 5.270 0.913 0.762 0.788 0.014 0.271 -0.116
C 0.920 0.534 -0.871 0.353 2.418 -1.104 -0.155
C 2.332 0.689 -3.227 -0.455 2.033 1.073 -0.199
C 0.768 1.822 -1.632 -0.645 -0.483 0.213 -0.313
C 2.545 -1.672 7.060 -0.214 -0.019 0.072 0.050
C -0.773 -3.808 0.882 0.332 0.037 -0.064 0.061
C 1.881 2.004 -2.715 -0.122 -0.193 -0.863 -0.227
C -3.265 -0.429 -2.779 -0.163 -0.054 0.132 0.059
C -0.364 -1.654 -6.555 0.246 -0.034 0.079 0.052
C 2.795 2.572 4.861 -0.206 0.103 -0.056 0.034
C 3.032 2.924 -2.284 0.387 0.058 0.782 -0.137
H 0.003 2.417 -8.432 0.082 -0.068 0.074 0.086
H 2.312 3.463 4.467 0.116 0.040 -0.006 0.102
H -4.177 -0.074 -2.314 0.060 0.138 -0.039 0.099
H -0.499 -1.444 -5.497 -0.069 -0.043 -0.011 0.086
H -4.097 -1.894 3.644 -0.115 -0.105 0.001 0.091
H 2.081 1.768 4.984 0.031 -0.009 -0.045 0.079
H -0.625 -2.683 -6.787 -0.105 0.031 0.060 0.101
H -0.999 -4.852 0.688 -0.141 0.024 0.110 0.109
H 2.602 3.894 -2.023 -0.087 -0.112 -0.108 0.111
H -1.975 -1.019 1.662 -0.161 0.021 0.067 0.073
H 3.706 3.125 -3.121 -0.135 -0.231 -0.067 0.125
H 4.350 0.335 0.648 -0.012 0.161 -0.111 0.081
H 4.758 0.758 -2.141 -0.059 -0.137 0.368 0.106
H -1.017 0.416 1.202 0.029 -0.012 0.100 0.076
H 1.549 1.645 -8.894 -0.049 0.013 0.131 0.098
H -0.200 1.810 -2.136 0.134 -0.268 -0.185 0.111
H -8.851 -2.291 4.198 0.017 -0.097 -0.066 0.101
H -2.656 -0.988 -2.077 -0.016 -0.250 -0.010 0.066
H 5.125 1.842 1.316 -0.410 -0.170 0.034 0.061
H 2.370 -2.187 6.120 0.108 -0.028 0.013 0.103
H -2.874 -1.758 4.936 0.074 -0.053 -0.066 0.087
H 5.618 2.274 -2.155 0.064 -0.124 0.118 0.123
H 0.416 3.648 -1.171 -0.074 0.126 0.145 0.113
H 5.958 0.311 1.362 -0.006 0.026 -0.158 0.092
H 0.220 -3.552 0.529 -0.069 0.083 -0.071 0.098
H 3.137 -2.282 7.735 0.059 -0.025 -0.100 0.100
H 1.610 -1.376 7.521 0.040 0.068 -0.018 0.093
H 1.389 2.482 -3.571 -0.028 0.024 0.106 0.151
H 3.305 2.783 5.794 0.027 0.053 -0.040 0.092
H 3.102 1.825 -0.462 0.357 -0.105 0.147 0.084
H -3.488 -1.014 -3.668 0.169 -0.003 -0.019 0.105
H -0.883 -3.576 1.939 -0.110 -0.144 -0.048 0.067
H -2.799 0.451 1.058 -0.084 -0.124 0.070 0.109
H -4.308 -2.796 5.174 0.047 -0.026 -0.232 0.070
H -8.738 -2.530 5.968 0.082 -0.005 -0.006 0.094
H 0.650 -1.432 -6.867 -0.049 0.064 -0.035 0.096
H 0.553 2.467 -10.131 0.040 0.079 0.011 0.096
H 4.123 3.240 -0.418 0.064 -0.021 -0.129 0.127
H -8.907 -3.944 4.885 0.024 0.019 -0.115 0.102
```
Forces are in eV/Å.

Summary:
maximum force = 0.052 Eh/bohr
HOMO energy = -8.99 eV
multiplicity = 1
orbital gap = 8.757 eV
SMILES string = COCCC[C@@H](C#N)[C@H](O)C#N.C[N+](=O)[O-].C[N+](=O)[O-].C[N+](=O)[O-].C[N+](=O)[O-].C[N+](=O)[O-].C[N+](=O)[O-].C[N+](=O)[O-].C[N+](=O)[O-].C[N+](=O)[O-]



A molecular structure, C17H39N5O7Tl in a non-equilibrium geometry. Source: the Open Molecules 2025 dataset; level of theory: ωB97M-V with the def2-TZVPD basis set.

```
69
Properties=species:S:1:pos:R:3:forces:R:3:nbo_charge:R:1
Tl -0.183 -0.835 0.045 -0.081 0.401 -0.193 1.018
O 0.977 -3.544 0.480 0.318 -2.734 -0.368 -0.686
O -2.015 0.892 1.601 0.164 -0.289 -0.953 -0.667
O -1.530 0.859 -1.797 -0.715 -0.184 -0.109 -0.685
O -1.077 -2.941 -1.994 2.730 0.492 -3.516 -0.398
O 0.645 1.931 0.025 -0.022 -1.002 -0.415 -0.677
O 0.729 -0.342 2.851 0.103 1.253 0.989 -0.671
O 1.138 -0.728 -2.644 -1.860 -4.111 -1.699 -0.443
N -2.622 1.329 -3.691 -1.860 -0.302 -1.058 -0.580
N 0.899 -5.118 -1.125 0.190 0.111 1.485 -0.596
N 2.316 2.244 -1.438 1.472 -0.061 -1.299 -0.604
N -2.673 2.768 2.516 -0.637 3.305 1.006 -0.590
N 1.393 1.147 4.465 0.595 2.490 -0.350 -0.587
C 3.561 2.889 -1.977 -1.258 -0.311 0.625 -0.409
C 1.228 -6.385 -1.680 -0.379 -0.840 -0.430 -0.415
C -1.312 3.140 2.890 -0.510 -1.364 1.030 -0.428
C -2.924 1.692 1.813 1.022 -1.898 0.060 0.666
C -1.824 1.633 -2.713 2.957 -0.531 2.089 0.675
C -0.063 -0.593 5.097 -0.863 -0.337 0.836 -0.713
C 0.809 -1.888 -3.419 4.707 5.934 1.644 -0.108
C 1.534 2.634 -0.457 -1.581 1.295 2.210 0.678
C -1.058 2.904 -2.784 0.392 1.476 0.141 -0.711
C 2.465 1.770 3.707 1.154 -0.716 0.222 -0.435
C -0.483 -2.748 -3.247 -4.490 -1.208 3.881 -0.109
C 1.156 -4.764 0.166 0.377 3.031 0.322 0.691
C -4.319 1.355 1.469 -1.178 -0.496 -0.690 -0.714
C 1.672 -5.744 1.239 -0.457 -0.467 -0.206 -0.728
C -3.285 0.048 -3.754 -0.384 -1.399 -1.270 -0.437
C 1.671 3.987 0.213 1.512 -0.536 0.255 -0.713
C 0.665 0.163 3.988 -1.019 -3.266 -0.460 0.682
H 0.022 2.757 -2.804 -0.089 -0.610 0.088 0.245
H 0.422 -6.810 -2.279 -0.209 0.284 -0.156 0.204
H 2.407 1.555 2.640 -0.374 0.017 0.172 0.237
H 2.259 -5.262 2.021 -0.478 0.486 -0.208 0.255
H 0.564 -4.356 -1.697 -0.139 -0.152 0.254 0.407
H 2.254 -6.634 0.998 0.158 0.286 -0.925 0.230
H -0.257 -3.625 -3.854 0.001 -0.347 0.304 0.199
H 3.353 1.269 4.092 0.462 0.029 -0.391 0.203
H -0.040 -0.156 6.095 0.506 0.469 -0.047 0.205
H -1.233 3.589 -3.614 -0.536 -0.120 -0.097 0.210
H 3.786 3.772 -1.380 -0.020 -0.154 -0.028 0.216
H 0.788 -6.215 1.669 -0.226 0.325 0.371 0.244
H 1.317 -7.100 -0.863 0.573 0.042 -0.250 0.219
H -4.339 -0.094 -3.515 -0.197 1.160 0.424 0.216
H 1.257 3.914 1.219 -0.766 0.178 -0.484 0.240
H -4.265 0.704 0.596 -0.058 -0.268 0.247 0.247
H 2.726 4.056 0.480 0.354 0.688 -0.413 0.217
H 1.342 4.831 -0.393 0.033 -0.045 0.220 0.239
H -5.045 2.122 1.199 0.457 0.521 0.250 0.229
H 0.980 -1.594 -4.455 -1.141 -0.182 -0.372 0.210
H 2.101 -6.304 -2.328 0.262 -0.396 0.232 0.194
H 1.207 1.519 5.386 0.000 -0.380 -0.171 0.407
H 2.044 1.319 -1.738 0.352 -0.206 -0.425 0.422
H -1.220 -2.090 -3.706 0.095 0.545 -0.647 0.267
H -1.129 -0.805 5.013 -0.020 0.197 -0.959 0.238
H 2.679 2.825 3.878 -0.829 0.087 0.131 0.210
H -1.192 4.050 3.479 -0.642 0.504 -0.770 0.210
H -3.257 -0.315 -4.782 0.226 0.100 -0.217 0.204
H 4.388 2.183 -1.895 -0.063 0.097 -0.150 0.215
H -4.750 0.818 2.314 -0.013 -0.271 -0.072 0.239
H -1.243 3.432 -1.848 -0.056 0.134 -0.014 0.247
H -3.421 3.075 3.121 -0.035 0.438 -0.387 0.393
H 1.599 -2.617 -3.241 -0.029 -0.624 0.891 0.245
H 0.386 -1.578 5.222 0.262 0.042 -0.308 0.246
H -2.826 -0.745 -3.164 0.585 0.629 0.246 0.230
H -0.692 3.073 1.996 0.211 -0.109 0.431 0.242
H 3.400 3.216 -3.004 0.111 -0.188 0.006 0.209
H -1.122 2.395 3.662 1.308 -0.378 -0.312 0.193
H -2.740 2.072 -4.365 -0.440 -0.566 -0.241 0.410
```
Forces are in eV/Å.

Summary:
maximum force = 0.151 Eh/bohr
HOMO energy = -11.30 eV
multiplicity = 1
energy relative to the best compared isomer or geometry (same formula, charge and spin) = 2.1000 eV
orbital gap = 4.784 eV
net charge = +1